--- a ---
Formula: C8H15N2
Source: OMol25
Level of theory: ωB97M-V/def2-TZVPD

Element x y z (Å)
1 C 0.80937 -2.35981 -0.11893
2 C 1.85813 -1.38722 0.14159
3 C -0.49227 -2.12715 0.05034
4 C 1.70618 -0.08544 0.23594
5 C -0.97880 -0.81359 0.59404
6 C -0.33645 0.34471 -0.14606
7 C 2.51167 1.10553 0.48737
8 C -0.50481 0.42583 -1.63418
9 N -0.86810 1.55923 0.52691
10 N -2.41621 -0.51985 0.60676
11 H 1.14173 -3.33218 -0.44766
12 H 2.85806 -1.79426 0.25448
13 H -1.22506 -2.89444 -0.14324
14 H -0.64687 -0.75833 1.64428
15 H 3.56165 0.87490 0.29889
16 H 2.42121 1.42876 1.52680
17 H 2.22822 1.93219 -0.16308
18 H 0.13246 1.19720 -2.06024
19 H -1.53973 0.64752 -1.90237
20 H -0.22877 -0.52065 -2.08819
21 H -0.90358 2.37485 -0.08822
22 H -0.36039 1.79147 1.38404
23 H -2.91391 -1.08878 1.27988
24 H -2.82507 -0.70757 -0.30282
25 H -1.84739 1.18549 0.75858

HOMO level, eV: -12.50
Total charge: +1
LUMO energy, eV: -2.94
HOMO-LUMO gap, eV: 9.57

Löwdin atomic charges, in units of e: C -0.08; C -0.08; C -0.04; C -0.06; C -0.36; C -0.31; C -0.07; C -0.03; N 0.20; N 0.05; H 0.11; H 0.13; H 0.12; H 0.16; H 0.10; H 0.09; H 0.08; H 0.09; H 0.09; H 0.10; H 0.17; H 0.17; H 0.11; H 0.10; H 0.15

---

--- b ---
Formula: C8H15N2
Source: OMol25
Level of theory: ωB97M-V/def2-TZVPD

Element x y z (Å)
1 C -0.38307 1.38549 0.11837
2 C 0.28953 0.22397 0.02342
3 C -0.60287 -1.09961 -0.06787
4 C -1.86511 1.51670 0.12906
5 C -1.99459 -0.98563 0.37962
6 C -2.59700 0.25071 -0.30748
7 C 2.40523 1.17138 -0.62062
8 C 2.35879 -0.77727 0.80190
9 N -0.08630 -2.16295 -0.58662
10 N 1.64019 0.01863 -0.18536
11 H 0.17463 2.30775 0.18217
12 H -2.16870 1.78727 1.14811
13 H -2.15414 2.35335 -0.51201
14 H -2.56520 -1.88796 0.15368
15 H -2.01503 -0.81771 1.46163
16 H -3.65273 0.31923 -0.04885
17 H -2.52505 0.13563 -1.39127
18 H 1.89278 1.65432 -1.44922
19 H 2.56860 1.89804 0.18197
20 H 3.37592 0.82097 -0.96637
21 H 2.73490 -0.15068 1.61762
22 H 1.71351 -1.53874 1.23413
23 H 3.21384 -1.25403 0.32204
24 H -0.62433 -3.01681 -0.68044
25 H 0.86620 -2.15206 -0.93762

HOMO level, eV: -12.34
Total charge: +1
SMILES: CN(C)C1=CCCCC1=[NH2+]
LUMO energy, eV: -4.27
HOMO-LUMO gap, eV: 8.06

Löwdin atomic charges, in units of e: C 0.01; C -0.18; C -0.12; C -0.17; C -0.11; C -0.16; C -0.06; C -0.06; N 0.27; N -0.23; H 0.12; H 0.13; H 0.13; H 0.13; H 0.15; H 0.13; H 0.13; H 0.10; H 0.10; H 0.10; H 0.10; H 0.08; H 0.10; H 0.16; H 0.15

---

Most stable to least stable, the ends of the list are b and a.

---

--- a ---
Formula: C8H15N2
Source: OMol25
Level of theory: ωB97M-V/def2-TZVPD

Element x y z (Å)
1 C 3.15951 0.42801 0.46252
2 C 2.00743 -0.02927 1.07388
3 C 1.65115 0.06244 -1.04318
4 C -2.85009 0.06913 -0.12373
5 C -0.99782 1.59116 0.86702
6 C -0.47818 -1.92697 -0.63198
7 C -1.36546 0.48969 -0.09793
8 C -0.34476 -0.73264 0.31176
9 N 2.91344 0.47913 -0.85612
10 N 1.10065 -0.28652 0.08243
11 H 4.07247 0.72545 1.02054
12 H 1.63974 -0.23608 2.02495
13 H 1.22767 0.13693 -1.96631
14 H -3.05876 -0.27998 0.93707
15 H -2.94888 -0.77801 -0.73829
16 H -3.27330 1.01904 -0.35912
17 H -1.66290 2.33635 0.66988
18 H -0.07706 2.04266 0.68653
19 H -1.21469 1.13096 1.77653
20 H -0.06347 -1.80207 -1.65686
21 H -1.49697 -2.28267 -0.76744
22 H -0.15558 -2.87791 -0.30623
23 H -0.87936 0.87942 -1.10297
24 H -0.35402 -1.11758 1.28728
25 H 3.44926 0.95932 -1.55024

HOMO level, eV: -14.08
Total charge: +1
SMILES: CC(C)[C@@H](C)[n+]1cc[nH]c1
LUMO energy, eV: -2.85
HOMO-LUMO gap, eV: 11.23

Löwdin atomic charges, in units of e: C -0.03; C 0.01; C -0.06; C -0.02; C -0.06; C -0.04; C -0.35; C -0.19; N 0.14; N -0.01; H 0.15; H 0.12; H 0.14; H 0.12; H 0.05; H 0.08; H 0.06; H 0.07; H 0.08; H 0.10; H 0.08; H 0.07; H 0.16; H 0.13; H 0.18

---

--- b ---
Formula: C8H15N2
Source: OMol25
Level of theory: ωB97M-V/def2-TZVPD

Element x y z (Å)
1 C 0.78302 -0.43448 -0.18928
2 C -0.66690 -1.60527 -0.65508
3 C 1.88899 1.27372 0.67480
4 C 0.37659 1.59800 0.59887
5 C -1.50524 -0.31505 -0.26339
6 C -2.42232 -0.52464 0.98681
7 C -2.30662 0.39987 -1.36796
8 C 3.23772 -0.77988 -0.09373
9 N 1.97689 -0.08380 0.09972
10 N -0.18272 0.39096 0.08574
11 H -0.69356 -1.88712 -1.69550
12 H -0.51452 -2.58769 -0.00527
13 H 2.46101 1.87855 0.00329
14 H 2.26488 1.19600 1.67009
15 H -0.06257 1.96687 1.64139
16 H 0.20600 2.44907 -0.01911
17 H -2.86821 0.41265 1.32298
18 H -1.89739 -1.09787 1.82894
19 H -3.26790 -1.21616 0.65441
20 H -2.33038 -0.02382 -2.46026
21 H -1.85909 1.40254 -1.50175
22 H -3.40580 0.52310 -1.15224
23 H 3.21352 -1.77026 0.40966
24 H 3.61274 -0.93756 -1.11051
25 H 3.96186 -0.22771 0.53736

HOMO level, eV: -13.32
Total charge: +1
LUMO energy, eV: -2.88
HOMO-LUMO gap, eV: 10.44

Löwdin atomic charges, in units of e: C -0.09; C 0.15; C -0.04; C -0.09; C -0.44; C -0.03; C -0.03; C 0.00; N -0.09; N -0.02; H 0.08; H 0.15; H 0.13; H 0.13; H 0.17; H 0.11; H 0.08; H 0.11; H 0.11; H 0.12; H 0.08; H 0.10; H 0.11; H 0.10; H 0.11

---

Most stable to least stable, the ends of the list are a and b.

---

--- a ---
Formula: C8H12O4
Source: OMol25
Level of theory: ωB97M-V/def2-TZVPD

Element x y z (Å)
1 O 1.08414 -1.23235 1.56019
2 C 1.51761 -0.12498 1.60029
3 O 2.63916 0.15908 2.30879
4 C 3.22063 1.42280 1.92343
5 C 2.38076 1.86942 0.69549
6 C 1.06234 1.15606 0.92317
7 H 4.23908 1.17507 1.64819
8 H 3.11148 2.14322 2.72955
9 H 2.88940 1.58340 -0.22659
10 H 2.29279 2.95551 0.65340
11 H 0.50394 0.89119 0.02818
12 H 0.44180 1.76329 1.58134
13 O -4.49421 -1.74615 -0.34416
14 C -3.45739 -1.39646 -0.80043
15 O -3.30320 -0.21063 -1.44690
16 C -1.91434 -0.00074 -1.76510
17 C -1.26650 -1.38522 -1.74774
18 C -2.11558 -2.10305 -0.71863
19 H -1.53361 0.72503 -1.04107
20 H -1.84515 0.48163 -2.74124
21 H -0.21127 -1.26853 -1.49999
22 H -1.34548 -1.78743 -2.75732
23 H -1.72129 -1.89119 0.27971
24 H -2.17511 -3.17899 -0.84259

HOMO level, eV: -10.16
SMILES: O=C1CCCO1.O=C1CCCO1
LUMO energy, eV: 0.55
HOMO-LUMO gap, eV: 10.71

Löwdin atomic charges, in units of e: O 0.13; C -0.49; O 0.01; C -0.13; C -0.15; C -0.08; H 0.12; H 0.12; H 0.12; H 0.11; H 0.10; H 0.13; O 0.13; C -0.49; O 0.02; C -0.16; C -0.15; C -0.07; H 0.11; H 0.12; H 0.11; H 0.12; H 0.13; H 0.13

---

--- b ---
Formula: C8H12O4
Source: OMol25
Level of theory: ωB97M-V/def2-TZVPD

Element x y z (Å)
1 C -1.76981 -0.13682 -2.52050
2 C -0.27136 0.52803 -2.69177
3 C 0.75096 0.87704 -0.49145
4 C 0.51144 -0.66440 1.20404
5 C -0.14577 -1.81001 1.84049
6 C 0.75391 0.42347 2.32739
7 C 0.70795 1.92342 1.78029
8 C 0.82929 1.97833 0.55233
9 H -2.26692 0.62641 -2.79992
10 H -2.02696 -0.78932 -1.96001
11 H -1.95953 -0.86089 -3.39174
12 H 0.11898 -0.33766 -2.40241
13 H -0.28494 0.94431 -3.55511
14 H 1.42357 0.58606 -1.03274
15 H 1.34442 -0.83934 1.26110
16 H 0.51714 -1.96182 2.69325
17 H -1.07970 -1.41796 2.11039
18 H 0.34733 -3.73159 1.36456
19 H 0.94554 2.74834 2.65277
20 H 1.00855 3.20925 0.11789
21 O -0.07820 1.45161 -1.58120
22 O -0.03351 -0.14330 0.06457
23 O -0.06677 -2.90159 0.90644
24 O 0.72437 0.29842 3.55135

HOMO level, eV: -9.08
SMILES: CCO[C@H]1C=CC(=O)[C@@H](CO)O1
LUMO energy, eV: 0.60
HOMO-LUMO gap, eV: 9.68

Löwdin atomic charges, in units of e: C 0.02; C -0.10; C -0.25; C -0.29; C -0.16; C -0.22; C -0.03; C -0.04; H 0.00; H -0.04; H 0.12; H 0.06; H 0.06; H 0.07; H 0.03; H 0.14; H 0.13; H 0.14; H 0.18; H 0.20; O -0.09; O 0.05; O -0.06; O 0.07

---

Most stable to least stable, the ends of the list are a and b.